No. 1
{
  "formula": "C2H16NO4",
  "method": "the ωB97M-V functional and the def2-TZVPD basis",
  "elements": ["C", "N", "C", "H", "H", "H", "H", "H", "H", "H", "H", "H", "H", "O", "H", "H", "O", "H", "H", "O", "H", "H", "O"],
  "positions_angstrom": [[-1.253, -0.250, 2.890], [-0.215, 0.065, 1.828], [0.269, 1.481, 1.934], [-1.644, 0.706, 3.253], [-2.088, -0.801, 2.492], [-0.733, -0.473, 3.833], [-0.716, -0.003, 0.935], [0.604, -0.551, 1.846], [-0.240, 1.969, 1.089], [1.196, 1.486, 1.320], [0.461, 1.938, 2.896], [1.161, -1.527, -1.734], [0.110, -2.592, -1.345], [0.599, -1.834, -0.998], [-2.214, 0.972, -1.239], [-1.478, -0.408, -1.377], [-2.045, 0.130, -0.823], [-0.066, 2.228, -2.158], [0.430, 0.773, -2.405], [0.038, 1.359, -1.759], [2.441, -0.765, -3.617], [3.045, -2.247, -3.589], [2.340, -1.657, -3.271]],
  "forces_ev_per_a": [[0.880, 1.824, 1.056], [-0.645, 0.410, 1.325], [1.574, -0.221, -3.736], [-0.306, 0.187, -0.829], [0.251, -0.789, 0.219], [-0.250, -1.326, -0.599], [0.290, -0.245, -0.532], [-0.660, -0.249, -0.110], [-0.967, 0.805, 1.407], [0.280, -0.243, 1.093], [-0.672, -0.235, 0.076], [0.042, -0.609, 0.184], [0.255, 0.091, 0.011], [-0.353, 0.414, -0.052], [0.257, 0.064, -0.419], [0.155, 0.277, -0.268], [-0.656, -0.783, 1.473], [0.230, -0.036, -0.305], [0.103, 0.135, -0.315], [0.190, 0.337, 0.389], [0.548, -0.356, -0.348], [-0.310, 0.696, 0.039], [-0.236, -0.150, 0.241]],
  "largest_force_ev_per_a": 4.06,
  "total_charge": 1,
  "e_lumo_ev": -2.80,
  "de_lowest_kj_mol": 170.5,
  "energy_ha": -441.242449
}



No. 2
{
  "formula": "C31H39NO6",
  "method": "the ωB97M-V functional and the def2-TZVPD basis",
  "elements": ["C", "C", "C", "C", "H", "H", "C", "C", "C", "C", "O", "O", "C", "C", "C", "C", "C", "C", "O", "C", "H", "H", "H", "H", "O", "C", "H", "H", "H", "C", "C", "C", "C", "C", "C", "C", "H", "O", "C", "O", "H", "H", "H", "H", "H", "C", "H", "H", "C", "N", "C", "C", "C", "C", "C", "H", "H", "H", "H", "H", "H", "H", "H", "H", "H", "H", "H", "H", "H", "H", "H", "H", "H", "H", "H", "H", "H"],
  "positions_angstrom": [[-3.652, 4.507, -2.291], [-4.433, 3.562, -1.427], [-4.208, 2.076, -1.684], [-4.663, 1.060, -0.684], [-4.682, -0.033, -1.278], [-5.534, 1.406, -0.346], [-3.607, 0.995, 0.719], [-2.616, -0.021, 0.379], [-2.773, -1.356, 0.266], [-1.673, -2.147, -0.071], [-1.909, -3.396, -0.022], [-0.486, -1.775, -0.024], [-0.104, -0.367, -0.129], [1.085, 0.088, 0.013], [1.456, 1.295, 0.003], [0.591, 2.401, 0.404], [-0.721, 2.055, 0.359], [-1.141, 0.668, 0.337], [-1.965, 2.902, 0.715], [-1.421, 4.312, 1.061], [-2.368, 4.656, 1.189], [-0.976, 4.740, 0.260], [-0.800, 4.373, 1.888], [0.813, 3.473, 0.574], [2.585, 1.518, -0.061], [3.119, 3.116, -0.001], [4.399, 3.097, -0.236], [2.560, 3.666, -0.676], [3.069, 3.544, 1.100], [2.266, -0.913, -0.226], [2.083, -1.951, 1.029], [1.828, -3.362, 0.870], [1.744, -4.015, 2.090], [2.206, -3.482, 3.190], [2.533, -2.127, 3.320], [2.349, -1.288, 2.348], [2.716, -0.407, 2.192], [2.807, -1.576, 4.797], [2.510, -2.966, 5.439], [2.137, -4.015, 4.727], [1.809, -2.612, 6.131], [3.565, -3.142, 6.156], [1.595, -5.116, 2.059], [1.712, -3.691, -0.057], [3.173, -0.585, -0.127], [2.107, -1.621, -1.706], [1.264, -2.166, -1.737], [3.026, -2.301, -1.783], [2.133, -0.799, -2.742], [1.078, 0.011, -2.743], [1.200, 1.335, -3.482], [-0.070, 2.168, -3.410], [-1.318, 1.526, -4.263], [-1.247, 0.222, -3.607], [0.042, -0.490, -3.673], [0.287, -0.618, -4.536], [-0.077, -1.710, -3.236], [-2.011, -0.464, -4.041], [-1.707, 0.193, -2.468], [-0.852, 1.745, -5.148], [-2.072, 2.040, -4.183], [0.189, 3.290, -3.809], [-0.337, 2.290, -2.404], [1.732, 1.280, -4.410], [2.151, 1.907, -2.978], [2.538, -1.219, -3.712], [3.174, 0.017, -2.576], [-3.815, -1.562, 0.462], [-3.410, 1.869, 1.119], [-4.353, 0.724, 1.624], [-3.051, 1.987, -1.554], [-4.418, 1.886, -2.631], [-3.998, 3.635, -0.291], [-5.684, 3.483, -1.321], [-2.511, 4.297, -2.412], [-4.087, 4.211, -3.420], [-3.914, 5.356, -2.002]],
  "forces_ev_per_a": [[1.142, -8.894, -5.944], [-1.634, -2.790, 4.884], [5.505, 1.285, 3.675], [4.199, -2.731, -0.575], [-0.200, 2.840, 2.152], [-4.077, 0.426, 1.549], [-7.279, -5.425, -1.560], [4.515, 3.286, 1.291], [-1.282, 4.672, -0.236], [-5.374, -7.226, 2.085], [1.194, 2.124, -1.118], [6.139, 4.601, -1.551], [-9.084, 1.034, 4.205], [4.871, -8.788, -2.013], [-11.169, 8.188, 3.489], [-1.233, -0.023, -1.280], [-5.657, -2.094, 2.119], [-0.525, -3.892, -3.419], [6.932, 1.528, -0.461], [-2.231, -4.263, -0.369], [-2.307, 2.234, 0.887], [1.339, 1.201, -2.783], [0.921, -0.384, 1.819], [0.418, -1.183, -0.279], [16.945, 6.965, -1.298], [4.420, -3.037, 2.987], [-4.296, -0.389, 0.356], [-0.972, 0.766, -1.441], [-0.351, -1.330, -2.255], [-7.313, -5.039, -0.084], [0.752, -0.072, -0.874], [1.099, 6.407, 4.488], [0.080, -4.756, -2.055], [0.383, 1.927, 6.581], [0.219, 0.437, 6.061], [-1.534, -5.101, -5.737], [1.609, 5.600, 0.170], [-1.141, -5.311, -4.747], [4.956, 3.426, 4.256], [-0.164, -0.089, -5.578], [-1.569, -0.233, 1.155], [-2.604, 0.043, -2.218], [-0.395, 0.780, 0.271], [-0.787, -1.990, -3.509], [4.989, 2.377, 0.292], [5.070, -4.030, 7.949], [-3.014, -2.408, 0.352], [-1.353, 0.376, 0.286], [8.240, 5.975, -5.581], [-5.044, 5.134, -4.410], [3.631, 1.446, 3.410], [0.141, 3.085, -2.631], [10.487, -2.591, 3.111], [-4.455, -3.152, 2.034], [-3.302, -4.279, 12.582], [3.720, -1.161, -10.288], [-0.374, 3.175, -1.396], [0.442, 0.093, -0.145], [1.489, 0.747, -2.565], [0.505, -0.885, -3.167], [-8.190, 5.139, 1.210], [-0.518, -2.583, 0.815], [-0.460, 0.086, 1.576], [-0.574, -0.739, -1.469], [-2.306, -0.796, -0.239], [-1.028, -0.028, 0.419], [-2.430, -1.939, -0.260], [0.209, -1.509, -0.321], [1.760, 3.914, 0.597], [1.244, -0.706, -2.015], [-1.372, 0.057, -1.013], [-1.182, -1.301, -4.335], [-1.450, 0.348, -2.374], [3.120, 1.722, -0.580], [-2.079, 0.345, 0.845], [1.176, 1.451, 2.515], [-1.554, 7.910, 1.701]],
  "largest_force_ev_per_a": 18.37,
  "smiles": "CCCCCc1cc(=O)oc2c([C@H](CCN3CCCCC3)c3ccc4c(c3)OCO4)c(OC)cc(OC)c12",
  "e_lumo_ev": -0.07,
  "energy_ha": -1709.958823
}



No. 3
{
  "formula": "C3H5BiO3",
  "method": "the ωB97M-V functional and the def2-TZVPD basis",
  "elements": ["H", "C", "C", "O", "C", "O", "Bi", "O", "H", "H", "H", "H"],
  "positions_angstrom": [[-0.161, 2.216, 0.947], [-0.204, 1.212, 0.522], [0.998, 0.753, 0.009], [1.509, -0.492, 0.294], [0.755, -1.530, -0.147], [1.461, -2.652, 0.099], [-1.198, -0.803, -0.811], [-2.001, 0.958, -1.133], [-1.172, 0.816, 0.829], [-2.668, 1.456, -0.659], [1.823, 1.465, -0.086], [0.857, -3.399, 0.137]],
  "forces_ev_per_a": [[-0.278, 0.516, -1.468], [2.793, 0.381, 0.784], [-1.363, 2.266, 3.304], [-0.801, -2.895, -2.086], [5.524, 0.186, 2.964], [-1.696, 2.166, -0.348], [-3.554, -3.593, -2.392], [-0.792, 2.284, -1.066], [0.985, -0.595, 0.768], [-0.313, 0.118, 0.150], [-0.438, -0.230, -0.346], [-0.068, -0.604, -0.265]],
  "largest_force_ev_per_a": 6.27,
  "total_charge": 1,
  "e_lumo_ev": [-5.21, -6.60],
  "de_lowest_kj_mol": 301.7,
  "s_squared": 0.753,
  "energy_ha": -557.160327,
  "spin_multiplicity": 2
}



No. 4
{
  "formula": "C4H9N2P",
  "method": "the ωB97M-V functional and the def2-TZVPD basis",
  "elements": ["C", "C", "C", "C", "N", "N", "P", "H", "H", "H", "H", "H", "H", "H", "H", "H"],
  "positions_angstrom": [[-1.083, -1.050, -1.126], [-0.236, -0.640, 0.002], [0.467, 0.888, 2.047], [-0.700, 0.222, 1.196], [-0.776, -0.737, -2.296], [1.369, 0.221, -1.310], [0.389, 0.345, -2.723], [-1.929, -1.602, -0.726], [0.433, -1.513, 0.019], [0.071, 1.801, 2.381], [1.234, 0.865, 1.343], [0.576, 0.208, 2.824], [-1.446, 0.891, 0.867], [-1.273, -0.483, 1.904], [1.777, 0.991, -0.783], [1.126, -0.405, -3.620]],
  "forces_ev_per_a": [[0.480, 1.685, 0.778], [2.795, 0.956, -0.965], [-3.099, -1.602, -2.111], [0.532, -2.457, 0.779], [-2.264, -1.850, -1.302], [-1.671, -1.612, 1.791], [0.749, 2.398, 1.274], [-0.512, -0.490, -0.899], [0.136, 0.573, 1.501], [0.219, 1.398, 0.405], [1.846, 0.744, -0.409], [0.957, -0.854, 1.615], [-0.596, 1.036, -0.583], [0.724, 0.702, -1.036], [-0.575, 0.268, -0.598], [0.279, -0.894, -0.239]],
  "largest_force_ev_per_a": 4.08,
  "e_lumo_ev": -0.07,
  "de_lowest_kj_mol": 400.2,
  "energy_ha": -608.522399
}



No. 5
{
  "formula": "C6H7OPS",
  "method": "the ωB97M-V functional and the def2-TZVPD basis",
  "elements": ["C", "C", "C", "C", "C", "C", "O", "P", "S", "H", "H", "H", "H", "H", "H", "H"],
  "positions_angstrom": [[-1.136, -0.399, -2.136], [-0.419, -1.505, -1.659], [-1.216, 0.768, -1.495], [0.461, -1.290, -0.612], [-0.410, 0.989, -0.382], [0.334, -0.069, -0.014], [-0.340, 2.245, 0.079], [2.137, 0.068, 2.372], [1.022, 1.215, 3.700], [-1.544, -0.513, -3.063], [-0.440, -2.480, -2.150], [-1.746, 1.616, -1.925], [0.993, -2.050, -0.053], [0.452, 2.402, 0.746], [1.776, -1.267, 2.713], [0.078, 0.269, 3.879]],
  "forces_ev_per_a": [[0.754, -2.451, 0.681], [0.928, -0.106, -0.370], [0.020, 2.113, 0.256], [-1.276, -0.263, 1.088], [0.112, 0.307, -0.453], [2.097, -0.026, 2.140], [2.092, 1.476, 2.526], [-0.002, 0.015, -1.666], [-0.409, -0.520, 0.259], [-1.641, -0.221, -2.247], [-0.094, 0.378, -0.064], [0.007, -0.137, 0.114], [0.228, -0.245, -0.586], [-2.431, -0.976, -1.978], [-0.316, 0.299, 0.162], [-0.069, 0.357, 0.138]],
  "largest_force_ev_per_a": 3.60,
  "e_lumo_ev": [-0.87, -0.41],
  "de_lowest_kj_mol": 128.6,
  "energy_ha": -1047.475459
}



No. 6
{
  "formula": "C3H10N4",
  "method": "the ωB97M-V functional and the def2-TZVPD basis",
  "elements": ["C", "C", "N", "N", "N", "H", "H", "H", "H", "H", "C", "N", "H", "H", "H", "H", "H"],
  "positions_angstrom": [[2.258, -1.279, 0.440], [1.150, -0.526, -0.242], [0.653, 1.038, 0.183], [0.714, 2.192, -0.275], [0.596, -0.840, -1.355], [1.217, 2.878, 0.302], [0.927, -1.701, -1.786], [3.220, -1.059, -0.026], [2.293, -1.029, 1.501], [2.064, -2.351, 0.379], [-2.718, 0.603, 0.419], [-1.368, 0.471, -0.078], [-0.954, 0.203, -1.269], [-0.806, -0.487, 0.109], [-2.707, 0.664, 1.510], [-3.326, -0.272, 0.156], [-3.213, 1.497, 0.031]],
  "forces_ev_per_a": [[-0.541, 0.726, 0.926], [-1.806, 2.610, -4.682], [3.234, -0.395, 4.981], [1.310, -1.672, -3.760], [1.203, 0.050, 1.006], [-1.035, -0.388, 1.277], [-0.052, -0.389, 0.293], [-0.150, 0.142, 0.032], [0.166, 0.134, -0.059], [-0.103, 0.105, -0.226], [-0.278, -0.781, -0.543], [3.844, -4.493, -3.696], [-2.696, 1.589, 3.663], [-3.219, 2.533, 0.822], [0.160, 0.107, -0.044], [-0.256, 0.173, 0.039], [0.220, -0.049, -0.029]],
  "largest_force_ev_per_a": 6.97,
  "e_lumo_ev": [0.60, 0.60],
  "de_lowest_kj_mol": 752.9,
  "energy_ha": -339.041186
}